Entry 1:
{
  "formula": "C35H44N2O7PRuS2",
  "method": "ωB97M-V/def2-TZVPD",
  "spin_multiplicity": 6,
  "energy_ev": -87846.505,
  "lumo_ha": [-0.2035, -0.2547],
  "charge": 2,
  "gap_ev": [7.3365, 5.9945],
  "species": ["Ru", "S", "S", "P", "O", "O", "O", "O", "O", "O", "O", "N", "N", "C", "C", "C", "C", "C", "C", "C", "C", "C", "C", "C", "C", "C", "C", "C", "C", "C", "C", "C", "C", "C", "C", "C", "C", "C", "C", "C", "C", "C", "C", "C", "C", "C", "C", "C", "H", "H", "H", "H", "H", "H", "H", "H", "H", "H", "H", "H", "H", "H", "H", "H", "H", "H", "H", "H", "H", "H", "H", "H", "H", "H", "H", "H", "H", "H", "H", "H", "H", "H", "H", "H", "H", "H", "H", "H", "H", "H", "H", "H"],
  "xyz": [[-0.55270, -0.02442, 0.44212], [-3.81313, -1.41679, -0.34225], [-1.59197, 2.93453, -1.07003], [1.97237, 2.41909, -0.67362], [-2.79532, -0.46467, 0.25468], [-1.35239, 1.43577, -1.05319], [1.13861, -0.97088, -0.15950], [2.60525, -3.55108, 0.03095], [3.26447, -1.44073, 0.13560], [-0.90393, -1.74009, 1.70036], [0.95720, 1.85005, 0.29833], [0.16381, -4.10198, 0.71484], [0.80977, 0.10847, 2.32089], [-2.97010, -2.38588, -1.58743], [-4.88287, -0.41999, -1.43315], [-3.68742, -3.40266, -2.20790], [1.61585, -3.30277, 4.03539], [0.65683, -3.59459, 3.08043], [2.93372, -3.08100, 3.65242], [1.75434, 1.77131, -2.33458], [-1.63645, 4.54436, 3.18960], [-1.13191, -4.25757, 0.66313], [-4.29486, -3.89630, 2.54589], [2.36170, -3.44028, 1.35258], [1.02339, -3.65826, 1.74412], [-1.56556, 5.40378, 2.10309], [-3.32464, -4.39634, 1.71226], [-1.95520, -2.39894, 2.04728], [3.68020, 2.08154, -0.22325], [-1.01010, -2.96851, -2.84102], [-4.17179, 0.79182, -2.01095], [-4.20661, 1.97042, -1.04091], [3.93308, -3.29978, -0.42062], [-3.06197, -4.18505, -3.16148], [-1.71331, 2.66599, 1.70222], [-1.64255, 3.52835, 0.61993], [-1.70787, 3.17130, 2.99261], [-1.63801, -2.17470, -1.89169], [3.31419, -3.14832, 2.32252], [-3.35521, 3.14485, -1.49643], [-1.56096, 4.90023, 0.81162], [1.82630, 4.21157, -0.75662], [-4.08785, -2.64394, 3.15888], [-2.12219, -3.68769, 1.50712], [-1.72739, -3.96696, -3.48148], [-2.95833, -1.90574, 2.90549], [2.22755, -0.98947, 0.54574], [2.14678, -0.35344, 1.95761], [-1.77101, 2.50436, 3.83947], [2.68112, 4.64090, -1.27165], [-5.19851, -4.45178, 2.73291], [0.03292, -2.80381, -3.06927], [-5.20636, -1.12298, -2.19973], [-1.77528, 1.58419, 1.52710], [0.80615, 1.07365, 2.63553], [1.78051, 4.61082, 0.25501], [-4.66984, 1.08205, -2.93873], [1.34009, -3.27528, 5.07841], [3.85016, 1.00957, -0.13810], [0.69733, -4.45490, -0.07645], [3.68230, -2.86937, 4.40153], [-3.45269, -5.35631, 1.23535], [-0.34857, -3.81917, 3.38117], [3.91183, 2.56694, 0.72495], [0.35825, -0.50634, 2.98961], [-5.75136, -0.14618, -0.83505], [0.91959, 4.48903, -1.28985], [-1.24781, -4.58055, -4.22867], [-1.06227, -1.40179, -1.37385], [2.51649, -1.09412, 2.67359], [2.00675, 0.70972, -2.33473], [-3.61598, -4.96848, -3.65554], [4.25169, -2.29953, -0.11339], [-1.47509, -4.90487, -0.14070], [-3.63359, 4.07038, -0.99406], [-1.50222, 6.46998, 2.26000], [-1.63722, 4.94477, 4.19146], [3.88969, -3.35392, -1.50477], [-4.84013, -2.24921, 3.82631], [-3.40227, 3.31110, -2.57154], [2.40178, 2.29526, -3.03597], [4.61566, -4.06011, -0.03748], [4.34010, -2.97678, 2.04497], [-3.89052, 1.66170, -0.04291], [2.83683, 0.48930, 1.96369], [-5.23980, 2.31533, -0.95066], [-3.14573, 0.52059, -2.27036], [-1.49235, 5.57248, -0.03238], [-4.71933, -3.58707, -1.94703], [4.34858, 2.47597, -0.98516], [0.71415, 1.88772, -2.64393], [-2.82014, -0.92437, 3.33983]],
  "forces_ev_per_a": [[0.2401, 0.1295, 0.5126], [-0.2151, -0.2528, 0.0287], [-0.0725, 0.4214, 0.0436], [0.0832, 0.1198, -0.1951], [0.1624, 0.2307, -0.2372], [-0.0835, -0.3414, 0.1510], [-0.3074, -0.2509, -0.5800], [-0.4583, -1.1477, 0.4848], [-2.5671, 7.4068, 0.9080], [0.4308, 1.1524, 0.0562], [0.0192, -0.0545, 0.1854], [-0.1999, -0.2599, -0.2510], [-0.4786, 0.2999, -0.1049], [0.0494, 0.1473, -0.0227], [0.1392, -0.0803, -0.0148], [0.0524, 0.0683, 0.0837], [-0.0878, 0.0346, -0.0184], [0.4280, -0.0439, 0.0238], [0.0681, -0.2842, -0.0322], [-0.0364, -0.0033, 0.0627], [-0.0111, -0.0518, -0.0468], [0.2797, -0.0189, -0.1632], [0.2485, 0.1111, -0.0933], [-0.2674, -0.7447, -0.0971], [0.5279, 0.0881, 0.0412], [0.0099, -0.0026, 0.0272], [-0.2290, 0.1129, 0.2227], [-0.5334, -0.3105, 0.0988], [-0.1675, 0.0170, 0.1006], [-0.0165, -0.0171, 0.0535], [0.0726, -0.0444, -0.0431], [0.0098, 0.0703, 0.0437], [2.3772, -2.9695, -0.8551], [0.0221, -0.0203, -0.0337], [0.0394, -0.2743, -0.2235], [-0.0065, -0.1674, 0.0389], [-0.0203, 0.0269, -0.1175], [0.1430, 0.2596, 0.2801], [-0.0380, -0.5516, 0.2402], [0.0969, -0.0546, 0.1403], [-0.0117, -0.1155, -0.0316], [0.0003, -0.1673, 0.0000], [0.0293, -0.2417, -0.1332], [-0.2739, -0.4020, -0.0103], [0.0344, 0.0132, 0.0158], [0.1501, 0.0850, -0.0527], [-0.8567, 1.4636, 1.1000], [0.2847, -0.2353, -0.3116], [-0.0070, -0.0598, 0.0631], [0.0993, 0.0520, -0.0738], [-0.0946, -0.0595, 0.0293], [0.0607, 0.0163, -0.0331], [-0.0668, -0.0123, -0.0202], [-0.2868, 0.3771, 0.2281], [0.1108, -0.1166, 0.0468], [0.0197, 0.0092, 0.0647], [-0.0172, -0.0465, -0.0078], [-0.0179, 0.0050, 0.0675], [-0.0023, -0.0500, -0.0195], [-0.0195, -0.0619, 0.0057], [0.0513, 0.0286, 0.0656], [-0.0419, -0.1524, -0.0393], [-0.2389, -0.0338, 0.0744], [0.0093, -0.0022, 0.0321], [0.1100, 0.0457, 0.0147], [-0.0184, 0.0111, 0.0663], [-0.0517, 0.0040, -0.0243], [0.0422, -0.0534, -0.0556], [-0.2305, -0.2900, -0.4061], [-0.1654, 0.4546, -0.2000], [-0.0082, -0.0070, 0.0043], [-0.0372, -0.0665, -0.0377], [1.8636, -2.9139, -0.7401], [0.0815, 0.0177, -0.0179], [-0.0278, 0.0761, -0.0466], [-0.0087, 0.0679, 0.0108], [0.0068, 0.0286, 0.0862], [-0.0147, -0.0795, -0.0015], [-0.0646, 0.0248, 0.0398], [0.0542, -0.0531, -0.0726], [0.0414, 0.0097, -0.0357], [-0.1909, -0.5110, -0.1393], [0.0882, 0.0025, -0.0752], [-0.0367, -0.0307, -0.0136], [0.0173, -0.0550, -0.0401], [0.0275, 0.0458, 0.0183], [-0.0653, 0.0677, 0.0028], [0.0218, 0.0681, -0.0904], [-0.1402, -0.0205, 0.0347], [0.0362, 0.0674, -0.0894], [0.0726, 0.0057, 0.0216], [-0.0214, 0.0392, 0.0285]]
}

=====

Entry 2:
{
  "formula": "C34H44N8O4SSbSi3Sn",
  "method": "ωB97M-V/def2-TZVPD",
  "energy_ev": -102922.632,
  "lumo_ha": 0.0419,
  "charge": -1,
  "gap_ev": 6.7738,
  "species": ["Sb", "Sn", "S", "Si", "Si", "Si", "O", "O", "O", "O", "N", "N", "N", "N", "N", "N", "N", "N", "C", "C", "C", "C", "C", "C", "C", "C", "C", "C", "C", "C", "C", "C", "C", "C", "C", "C", "C", "C", "C", "C", "C", "C", "C", "C", "C", "C", "C", "C", "C", "C", "C", "C", "H", "H", "H", "H", "H", "H", "H", "H", "H", "H", "H", "H", "H", "H", "H", "H", "H", "H", "H", "H", "H", "H", "H", "H", "H", "H", "H", "H", "H", "H", "H", "H", "H", "H", "H", "H", "H", "H", "H", "H", "H", "H", "H", "H"],
  "xyz": [[1.50032, -2.71756, -0.59337], [-0.88200, -0.39521, -1.21289], [-3.69150, 8.53135, -3.21161], [-1.32920, -3.72570, 0.97617], [1.81227, -0.58556, -3.06753], [1.38768, -3.79191, 2.52239], [-4.02736, 9.82608, -2.66191], [-3.29584, 0.10009, -0.42980], [-3.06912, 8.55550, -4.52506], [-4.69281, 7.50163, -3.02527], [-5.99874, -1.51407, -1.77650], [-3.83927, -0.30963, 0.65441], [-1.47137, 8.86446, -1.65984], [-0.75544, -0.51863, 1.10405], [2.13864, 0.08416, 0.99634], [-2.14251, 6.63824, -2.08117], [-0.88023, 1.93055, -1.12141], [-6.09272, -1.86762, 2.67025], [-0.51870, -0.00594, 3.80470], [2.14734, -5.31065, 1.70751], [-1.05711, -5.58362, 0.87554], [0.43538, -4.50753, 3.98912], [0.12789, 4.06195, -0.79794], [-0.12027, -1.42819, 1.87981], [-2.20310, -3.36119, -0.64236], [-2.07170, 3.91175, -1.70698], [-1.27624, 0.59044, 1.65657], [-2.52705, -3.32043, 2.35321], [4.00350, 1.88310, 0.04465], [0.31731, -2.75079, 1.31486], [1.45933, -0.63378, -1.21780], [0.15356, 2.68650, -0.73351], [2.83505, -2.83143, 3.25429], [-2.29161, 7.95574, -2.19288], [3.58376, -1.06169, -3.50142], [-1.10682, 6.18687, -1.38794], [0.73780, -1.80661, -4.01382], [-5.54818, -1.27095, -0.74646], [2.31361, 0.19037, -0.33539], [-5.58366, -1.46761, 1.71865], [-0.44440, 8.40052, -0.96609], [-1.16939, 0.90366, 2.98957], [3.77183, 1.78778, 1.40970], [1.40936, 1.10230, -3.79994], [-0.01782, -1.16269, 3.25110], [3.57344, -2.58113, -0.00531], [-4.96268, -0.97661, 0.52865], [-1.00382, 4.70441, -1.29202], [2.83149, 0.85816, 1.82134], [3.28300, 1.08836, -0.82568], [-0.20229, 7.04769, -0.78456], [-1.97749, 2.53965, -1.59906], [-2.03283, -6.01481, 0.63497], [4.74394, 2.57289, -0.34240], [-2.97677, -4.13113, -0.73231], [0.84935, -2.83347, -3.66097], [0.63440, 6.70765, -0.19183], [3.96973, -3.53158, 0.34228], [-2.96065, 4.38427, -2.10290], [1.16263, -5.05149, 4.59991], [-1.56174, -3.44755, -1.52253], [-2.72081, -2.40316, -0.67943], [4.30765, 2.39344, 2.12689], [3.46395, 1.16972, -1.88632], [3.75348, -2.11969, -3.28168], [2.62193, 0.72167, 2.87947], [-0.32459, -1.55983, -3.99563], [3.17315, -3.36593, 4.14711], [1.57536, 1.07240, -4.88019], [0.99857, 4.61250, -0.47170], [0.44777, -1.88151, 3.90242], [1.05975, -1.78023, -5.05931], [-0.04573, -3.77152, 4.63334], [-0.32975, -5.22033, 3.68389], [2.86910, -5.71096, 2.42667], [-3.44990, -3.89029, 2.21744], [-1.82964, 1.23086, 0.98776], [0.21749, 9.14185, -0.52810], [1.02071, 2.16944, -0.35328], [3.74008, -0.92514, -4.57493], [4.08587, -2.30410, -0.92823], [-2.13294, -3.55191, 3.34356], [-0.37557, -5.84708, 0.06353], [0.35347, 1.34383, -3.64518], [-2.79547, 1.89120, -1.88608], [2.59756, -1.80919, 3.54411], [3.67489, -2.78941, 2.56377], [2.68976, -5.11965, 0.78310], [-2.80094, -2.26286, 2.33870], [4.34657, -0.48636, -2.97505], [-1.61457, 1.81145, 3.36894], [1.42004, -6.09320, 1.50607], [3.74274, -1.80727, 0.73599], [-0.70911, -6.05801, 1.78993], [-0.42341, 0.16873, 4.86933], [1.99235, 1.93123, -3.39851]],
  "forces_ev_per_a": [[-0.0087, -0.0056, -0.0147], [-0.0892, 0.0624, -0.0293], [0.0081, 0.0025, -0.0091], [-0.0116, 0.0005, 0.0081], [0.0067, -0.0062, -0.0650], [-0.0042, -0.0088, 0.0261], [-0.0027, 0.0035, 0.0043], [0.0174, -0.0058, 0.0265], [0.0005, 0.0061, -0.0111], [-0.0024, 0.0032, 0.0010], [-0.0154, -0.0343, 0.0147], [0.0332, -0.0039, 0.0112], [0.0127, -0.0022, -0.0166], [0.0028, 0.0507, 0.0161], [-0.0155, -0.0399, -0.0245], [0.0115, 0.0097, -0.0224], [0.1167, -0.0475, 0.0127], [0.0197, -0.0303, 0.0010], [-0.0124, 0.0117, 0.0038], [0.0099, 0.0128, -0.0277], [-0.0064, 0.0024, -0.0202], [0.0060, 0.0129, 0.0031], [0.0174, -0.0026, -0.0273], [-0.0118, 0.0096, -0.0079], [-0.0073, 0.0135, -0.0011], [-0.0071, 0.0179, 0.0219], [0.0193, -0.0440, -0.0069], [0.0146, -0.0119, 0.0148], [-0.0045, 0.0037, -0.0096], [0.0135, -0.0105, -0.0028], [0.0123, -0.0481, 0.0740], [-0.0527, 0.0363, 0.0628], [-0.0017, -0.0033, -0.0017], [-0.0155, -0.0100, 0.0194], [0.0094, -0.0018, -0.0078], [-0.0116, -0.0036, 0.0214], [0.0210, -0.0127, -0.0070], [0.0373, 0.0621, -0.0263], [0.0046, 0.0761, 0.0015], [-0.0156, 0.0705, 0.0108], [-0.0102, 0.0110, 0.0004], [0.0044, -0.0004, 0.0069], [-0.0002, -0.0052, -0.0034], [-0.0067, -0.0296, -0.0017], [0.0139, -0.0048, -0.0146], [-0.0098, 0.0077, 0.0108], [-0.0324, -0.0814, -0.0260], [0.0005, -0.0145, -0.0002], [0.0092, -0.0011, 0.0223], [-0.0593, 0.0162, 0.0180], [-0.0024, -0.0143, 0.0096], [0.0208, -0.0122, -0.0632], [0.0044, -0.0028, -0.0089], [-0.0037, 0.0009, -0.0026], [0.0009, -0.0025, -0.0017], [-0.0001, 0.0081, -0.0062], [0.0052, -0.0039, -0.0045], [-0.0048, 0.0005, 0.0024], [0.0015, 0.0016, -0.0023], [-0.0084, -0.0069, 0.0003], [-0.0160, -0.0108, -0.0041], [-0.0056, 0.0015, 0.0192], [-0.0035, 0.0025, 0.0005], [-0.0093, 0.0323, -0.0112], [-0.0044, 0.0039, -0.0100], [0.0042, -0.0067, 0.0007], [-0.0038, 0.0053, 0.0080], [-0.0141, 0.0099, 0.0114], [-0.0022, 0.0116, 0.0018], [0.0005, 0.0062, -0.0048], [0.0118, -0.0114, -0.0054], [-0.0046, -0.0008, -0.0027], [0.0113, 0.0053, 0.0009], [-0.0155, 0.0054, 0.0069], [0.0103, 0.0076, -0.0048], [0.0000, -0.0026, -0.0019], [-0.0024, 0.0047, -0.0064], [-0.0007, 0.0001, -0.0011], [0.0090, -0.0313, 0.0307], [0.0124, -0.0042, 0.0005], [-0.0060, -0.0009, 0.0005], [0.0059, -0.0107, 0.0119], [-0.0012, 0.0002, -0.0012], [0.0033, -0.0009, -0.0191], [-0.0082, 0.0015, 0.0077], [0.0031, 0.0234, -0.0189], [0.0009, -0.0224, 0.0248], [-0.0105, -0.0045, -0.0089], [-0.0027, -0.0009, -0.0093], [-0.0035, -0.0313, -0.0129], [-0.0032, 0.0003, -0.0025], [-0.0036, -0.0046, 0.0215], [0.0036, 0.0160, -0.0092], [0.0051, -0.0057, 0.0026], [0.0000, 0.0016, -0.0014], [0.0187, 0.0089, 0.0349]]
}